# 1
# C49H58CaS3SbSi

A structure of composition C49H58CaS3SbSi in a non-equilibrium geometry (ωB97M-V/def2-TZVPD, the Open Molecules 2025 dataset).

Structure (XYZ):
```
113
Properties=species:S:1:pos:R:3
Ca 0.57 -0.78 -0.65
C 2.26 2.97 0.73
C 2.94 2.17 1.84
S 2.15 0.59 2.24
C 3.62 -0.44 2.38
C 4.47 -0.61 1.12
S 3.63 -0.74 -0.49
C 4.08 0.88 -1.22
C 2.94 1.71 -1.78
S 1.57 2.07 -0.67
H 2.97 3.69 0.32
H 1.43 3.53 1.14
H 2.92 2.78 2.74
H 3.98 1.98 1.60
H 3.24 -1.40 2.71
H 4.26 -0.06 3.18
H 5.07 -1.52 1.23
H 5.18 0.21 1.02
H 4.79 0.67 -2.03
H 4.62 1.44 -0.46
H 2.46 1.20 -2.61
H 3.34 2.65 -2.18
C -1.70 -3.79 -1.89
C -0.39 -4.31 -1.34
C -0.41 -5.84 -1.25
C -0.01 -3.74 0.02
C -0.95 -3.40 0.98
C -0.56 -3.00 2.25
C 0.78 -2.95 2.62
C 1.17 -2.60 4.03
C 1.72 -3.28 1.65
C 1.34 -3.64 0.37
H -1.82 -4.09 -2.93
H -1.76 -2.70 -1.87
H -2.55 -4.18 -1.33
H 0.41 -4.03 -2.04
H -1.18 -6.16 -0.55
H 0.54 -6.24 -0.90
H -0.63 -6.27 -2.22
H -2.00 -3.48 0.75
H -1.31 -2.77 3.00
H 1.47 -1.55 4.11
H 2.00 -3.21 4.37
H 0.33 -2.75 4.71
H 2.78 -3.31 1.89
H 2.09 -3.92 -0.36
C -3.06 2.05 5.60
C -4.10 2.09 4.51
C -5.37 2.59 4.81
C -6.34 2.69 3.83
C -6.07 2.30 2.53
C -4.81 1.81 2.23
C -3.82 1.69 3.20
Sb -1.85 0.97 2.77
C -2.13 0.53 0.68
C -1.49 1.25 -0.33
C -1.72 1.00 -1.67
C -2.59 -0.02 -2.02
C -3.21 -0.77 -1.04
C -3.00 -0.51 0.32
C -3.74 -1.33 1.34
C -0.90 2.89 2.70
C 0.16 2.96 3.62
C 0.85 4.14 3.86
C 0.48 5.28 3.17
C -0.57 5.23 2.27
C -1.29 4.07 2.04
C -2.49 4.16 1.14
H -3.52 2.13 6.58
H -2.35 2.88 5.49
H -2.48 1.12 5.58
H -5.58 2.90 5.82
H -7.32 3.08 4.09
H -6.82 2.38 1.76
H -4.60 1.52 1.20
H -0.83 2.05 -0.05
H -1.22 1.59 -2.44
H -2.80 -0.22 -3.06
H -3.89 -1.56 -1.32
H -4.24 -2.18 0.87
H -4.50 -0.74 1.85
H -3.07 -1.71 2.11
H 0.46 2.07 4.15
H 1.65 4.16 4.58
H 1.00 6.22 3.34
H -0.87 6.14 1.76
H -2.47 5.10 0.58
H -3.41 4.15 1.73
H -2.56 3.34 0.43
C 5.18 -3.17 -4.43
C 5.02 -1.80 -4.26
C 3.77 -1.28 -3.96
C 2.64 -2.09 -3.84
C 2.83 -3.46 -4.03
C 4.08 -4.00 -4.31
Si 0.91 -1.45 -3.41
C 0.41 -0.06 -4.62
C 1.24 0.97 -5.06
C 0.77 2.01 -5.85
C -0.56 2.03 -6.24
C -1.40 1.00 -5.85
C -0.92 -0.03 -5.05
H 6.15 -3.58 -4.67
H 5.87 -1.14 -4.36
H 3.69 -0.21 -3.81
H 1.97 -4.13 -3.97
H 4.19 -5.07 -4.45
H 0.04 -2.57 -3.88
H 2.29 0.97 -4.81
H 1.44 2.79 -6.18
H -0.94 2.83 -6.86
H -2.43 0.99 -6.18
H -1.58 -0.84 -4.78
```

As for the net charge: +1. Its total energy is -117110.6583 eV.

***

# 2
# C49H59BBrGeN6ReTe

A structure of composition C49H59BBrGeN6ReTe in a non-equilibrium geometry (ωB97M-V/def2-TZVPD, the Open Molecules 2025 dataset).

Structure (XYZ):
```
119
Properties=species:S:1:pos:R:3
Re 0.08 -0.40 0.34
C 1.04 4.81 -1.27
C 1.30 3.34 -1.42
C 2.14 2.71 -2.29
C 2.01 1.33 -2.06
N 1.11 1.14 -1.06
N 0.68 2.39 -0.70
B -0.59 2.64 0.14
N -0.33 2.21 1.59
N 0.36 1.08 1.95
C 0.67 1.22 3.26
C 0.17 2.46 3.70
C -0.43 3.06 2.63
C -1.04 4.42 2.57
C 1.51 0.39 4.26
C 2.60 1.33 4.81
C 0.62 -0.06 5.42
C 2.23 -0.86 3.75
N -1.72 1.90 -0.62
N -1.51 0.59 -0.89
C -2.24 0.26 -1.94
C -2.91 1.41 -2.41
C -2.56 2.42 -1.53
C -3.03 3.84 -1.51
C -2.29 -1.16 -2.43
C -0.91 -1.79 -2.26
C -3.31 -1.99 -1.64
C -2.66 -1.18 -3.92
C 2.82 0.38 -2.95
C 2.52 0.75 -4.41
C 2.56 -1.11 -2.81
C 4.32 0.67 -2.69
H 1.76 5.35 -1.89
H 0.04 5.07 -1.60
H 1.15 5.14 -0.24
H 2.78 3.20 -3.01
H -0.83 3.81 0.14
H 0.25 2.88 4.69
H -1.17 4.79 3.58
H -0.39 5.11 2.03
H -2.01 4.41 2.08
H 2.18 2.15 5.39
H 3.27 0.76 5.46
H 3.19 1.75 4.00
H 0.05 0.77 5.84
H -0.06 -0.84 5.09
H 1.25 -0.48 6.21
H 3.09 -0.60 3.14
H 2.59 -1.42 4.62
H 1.57 -1.50 3.18
H -3.59 1.48 -3.24
H -3.87 3.96 -2.19
H -3.35 4.13 -0.51
H -2.24 4.53 -1.83
H -0.55 -1.73 -1.21
H -0.93 -2.86 -2.50
H -0.19 -1.29 -2.90
H -3.08 -1.97 -0.57
H -4.33 -1.62 -1.79
H -3.28 -3.03 -1.97
H -1.98 -0.54 -4.50
H -2.59 -2.20 -4.31
H -3.68 -0.83 -4.07
H 1.46 0.61 -4.64
H 2.79 1.78 -4.65
H 3.10 0.10 -5.07
H 1.55 -1.36 -3.12
H 3.24 -1.65 -3.47
H 2.72 -1.46 -1.80
H 4.58 1.67 -3.03
H 4.56 0.59 -1.64
H 4.93 -0.06 -3.24
Te -0.70 -2.63 2.04
Br 6.53 -2.68 0.71
C 4.73 -2.08 0.65
C 4.46 -0.73 0.76
C 3.14 -0.30 0.73
C 2.05 -1.18 0.59
C 2.39 -2.53 0.48
C 3.70 -2.99 0.50
H 5.27 -0.02 0.88
H 2.95 0.77 0.81
H 1.61 -3.27 0.36
H 3.91 -4.05 0.41
C -1.59 -0.98 1.23
Ge -3.42 -0.59 1.93
C -3.44 0.69 3.42
C -4.09 1.92 3.27
C -4.30 2.75 4.36
C -3.87 2.36 5.62
C -3.21 1.15 5.78
C -2.99 0.33 4.69
C -4.10 -2.33 2.57
C -4.43 -3.27 1.59
C -4.85 -4.55 1.93
C -4.96 -4.90 3.27
C -4.66 -3.97 4.26
C -4.24 -2.70 3.91
C -4.99 0.00 0.89
C -5.06 0.32 -0.46
C -6.26 0.70 -1.05
C -7.42 0.74 -0.29
C -7.38 0.40 1.05
C -6.17 0.03 1.64
H -4.44 2.23 2.29
H -4.80 3.70 4.23
H -4.06 3.00 6.48
H -2.87 0.84 6.77
H -2.47 -0.61 4.81
H -4.36 -3.00 0.54
H -5.10 -5.26 1.16
H -5.28 -5.90 3.54
H -4.76 -4.24 5.30
H -4.03 -1.98 4.69
H -4.17 0.29 -1.06
H -6.29 0.95 -2.10
H -8.36 1.03 -0.75
H -8.28 0.42 1.65
H -6.15 -0.24 2.69
```

Its total energy is -197370.2225 eV.